Entry from the OMol25 dataset: a single C5H7NO molecule (wB97M-V/def2-TZVPD).

Element x y z (Å)
C 0.49945 -1.46271 0.96101
N 0.25562 -0.44335 -0.04414
C 0.69956 -0.39350 -1.29299
C 0.28814 0.74588 -2.07898
C -0.34527 1.49311 -1.11824
C -0.62998 0.68762 0.12863
O -0.76520 1.08575 1.45381
H -0.30405 -2.20171 0.94605
H 0.54939 -1.01188 1.95664
H 1.45051 -1.96158 0.75303
H 1.29698 -1.24187 -1.63365
H -0.96194 2.38125 -1.25933
H -1.61961 0.38364 -0.26345
H -0.44303 1.98413 1.57707

Electronic energy: -8832.121 eV
Charge: 0
LUMO: 0.0 eV
Spin multiplicity: 1

Here are the Löwdin charges for atoms 1 to 2, given in e:
1 C -0.01
2 N -0.09